{"formula": "C8H14N3NiO3S", "method": "the ωB97M-V functional and the def2-TZVPD basis", "e_homo_ev": [-2.0, -3.7], "charge": -1, "s_squared": 2.01, "spin_multiplicity": 3, "orbital_gap_ev": [5.03, 6.69], "e_lumo_ev": [2.99, 2.99], "symbols": ["H", "O", "C", "C", "H", "H", "H", "C", "C", "H", "H", "O", "N", "C", "H", "H", "O", "H", "H", "C", "H", "N", "C", "H", "H", "S", "H", "Ni", "C", "N"], "xyz": [[2.83580, 0.29244, 4.67176], [1.76692, 0.94570, 2.02605], [1.28081, -2.55026, 5.81524], [1.59751, -1.01191, 3.49458], [-1.58966, 0.01298, 1.54108], [2.35057, -0.34251, -0.99592], [-0.25253, 1.83770, -1.53897], [0.62612, -2.93654, 4.64190], [0.80342, -2.14592, 3.50939], [1.21022, -1.29381, -2.33621], [-0.49812, 1.25816, 1.49699], [0.34472, -3.56377, 1.29486], [-1.16613, 0.72768, 0.92840], [2.08135, -1.39417, 5.83276], [-0.01138, -3.81382, 4.57915], [2.57418, -1.10386, 6.76073], [-1.50148, -2.07618, 2.16337], [-1.88854, 1.35072, 0.56915], [-0.01913, 0.68685, -2.70239], [2.23650, -0.61745, 4.68145], [1.54439, -2.19861, -0.83118], [-0.46180, 0.87070, -1.80154], [1.43165, -0.24957, 2.23910], [-1.26076, -1.27581, -0.73066], [1.15860, -3.14303, 6.71875], [-0.02176, -2.36027, 1.97994], [-1.47933, 0.79140, -1.93415], [0.23309, -0.52326, -0.47604], [1.69706, -1.19741, -1.34576], [0.70179, -0.98628, 1.32381]], "lowdin_spin": [0.00, 0.00, 0.00, 0.00, 0.00, 0.03, 0.01, 0.00, 0.00, 0.02, 0.00, 0.00, 0.04, 0.00, 0.00, 0.00, 0.01, 0.00, 0.00, 0.00, 0.01, 0.05, 0.01, 0.11, 0.00, 0.01, 0.01, 1.49, 0.13, 0.05]}


{"formula": "C52H79BCsN8P2S3", "method": "the ωB97M-V functional and the def2-TZVPD basis", "e_homo_ev": -2.3, "charge": -1, "spin_multiplicity": 1, "orbital_gap_ev": 2.97, "e_lumo_ev": 0.71, "symbols": ["C", "C", "N", "H", "H", "C", "C", "C", "H", "C", "C", "H", "H", "C", "H", "H", "H", "C", "H", "H", "H", "H", "C", "H", "C", "H", "H", "H", "H", "H", "C", "C", "H", "H", "H", "C", "C", "H", "H", "P", "C", "C", "C", "H", "H", "C", "C", "H", "H", "H", "H", "H", "H", "H", "H", "H", "C", "H", "N", "H", "C", "C", "H", "C", "C", "C", "H", "H", "C", "H", "H", "H", "C", "H", "H", "H", "N", "H", "H", "H", "H", "H", "H", "C", "H", "C", "C", "H", "S", "C", "H", "C", "C", "H", "H", "P", "C", "C", "H", "C", "C", "H", "C", "C", "H", "H", "C", "H", "H", "H", "C", "H", "H", "N", "C", "H", "H", "H", "H", "C", "H", "Cs", "H", "C", "C", "H", "C", "H", "C", "B", "C", "S", "H", "S", "H", "C", "C", "H", "N", "H", "N", "N", "H", "C", "N", "H"], "xyz": [[-2.00319, -3.79016, -0.82198], [-4.20802, 6.70453, -1.15219], [2.65313, -0.27818, 2.25037], [-1.82584, -4.70402, 1.90867], [7.92508, 0.17129, 3.05336], [1.50697, 0.74526, 4.09176], [-4.81666, 0.60616, -5.80002], [7.66858, -0.58370, 2.30373], [-6.78328, 2.67741, 0.90715], [4.03747, -2.73761, -3.19078], [5.17205, -0.45814, 2.32571], [4.38829, -2.62026, -4.21504], [2.83419, -3.13628, 0.45560], [-6.83876, 1.83901, -4.96297], [-7.04478, 2.26976, -5.94488], [-6.67850, 1.30665, 4.39729], [-4.17526, 8.17791, -3.43242], [2.17099, -2.71128, -1.56562], [2.21188, 1.57902, 4.15802], [-2.59417, -0.29582, 4.53452], [-7.38623, 0.89751, -4.89789], [0.86827, -1.91458, 4.60243], [-3.32470, 3.23935, 3.13773], [-2.49078, 8.75984, -1.58279], [0.32026, 3.77727, -4.44078], [2.84219, -0.85467, 5.68101], [-6.22411, -1.64623, -0.06108], [-6.30553, 1.02617, 1.29582], [5.24877, -0.88906, 3.31034], [5.21143, -3.38691, -0.08691], [4.49576, -3.18220, -0.87910], [-3.09444, 6.77098, -2.19268], [-3.54872, 3.45626, 4.17562], [4.06954, 0.00771, 4.74218], [-0.08707, -2.35555, -5.34142], [-1.38387, 5.21922, -3.31842], [6.36292, 0.22758, 0.32354], [-4.67775, 7.68665, -1.07069], [-5.03948, 0.93197, -6.81884], [-0.51019, -3.39782, 0.22829], [-2.48102, -1.65795, -3.60193], [4.94990, -3.03847, -2.18689], [-4.62117, 2.98002, -5.04089], [-1.57473, 7.46257, -0.79741], [-3.73803, 0.47386, -5.70399], [-3.68698, 7.20697, -3.53987], [-6.31420, 3.80293, 3.36184], [-7.67712, 1.77210, 2.14479], [6.05751, 0.87676, -2.20565], [-3.09752, -2.31831, -4.22447], [-6.46466, -0.51630, -3.44532], [-7.34959, 3.67020, 3.68273], [4.81200, 2.05242, -1.77254], [-1.23756, 7.89605, -2.47621], [3.02167, 0.54813, -0.07254], [-7.23561, 2.51768, -4.20421], [-5.69837, -0.02271, -2.86031], [-5.00365, 1.74337, 4.73816], [-2.21752, 3.25037, -1.76534], [-4.95814, 3.74223, -4.33407], [5.13439, 0.50818, -0.29033], [-5.98646, -1.76154, -1.11876], [-1.35809, 4.16408, 4.54596], [-1.78944, 3.11918, 1.27761], [3.89007, -0.15686, 1.75405], [-5.02390, 1.13205, -3.39572], [0.49000, -1.52617, 2.90291], [0.94684, -5.01269, -0.83621], [-0.79769, 4.01570, -3.48114], [-5.74338, 4.16291, 4.22006], [-4.96809, 5.97240, -1.43044], [-4.43029, 6.48661, -3.88976], [1.30023, -1.71134, 3.61230], [0.44445, -3.82488, -4.52646], [-0.34854, -5.84433, 0.10558], [1.83756, -2.59948, 3.26930], [-4.11916, 2.38883, 1.07103], [7.29472, 0.35561, -0.21779], [8.48525, -0.62585, 1.58044], [0.52910, 4.67516, -5.02114], [-5.36409, 0.47378, 3.55245], [-2.49943, -4.68307, -0.42580], [3.84427, -1.73718, 4.52395], [-2.43177, 5.41609, -2.36038], [1.05876, -5.10512, 0.91130], [5.08695, 0.99422, -1.72008], [0.35810, -5.00804, 0.07987], [-1.04063, 6.06053, -3.90848], [-0.31351, 3.41269, 0.61471], [-1.33439, -3.72536, 1.86936], [7.61913, -1.54711, 2.81773], [-6.68750, 1.95555, 1.72012], [-2.03209, 7.78061, -1.73628], [1.21846, 3.47600, -3.89825], [-2.25423, -0.74355, -4.15489], [-0.89153, -2.44861, -3.03963], [-0.98327, 3.95209, 3.54523], [3.96611, 0.32002, 0.40362], [-0.59133, -3.66862, 2.66607], [3.32909, -0.79120, 4.70110], [-1.63120, -3.97747, -2.29975], [-0.18266, 3.21105, 3.60379], [2.26438, -0.51449, 3.62470], [6.35694, -0.25948, 1.62520], [-2.92128, 7.30341, -4.31161], [2.00756, -2.31309, -3.68758], [-1.53622, 0.09551, 2.69428], [1.02269, 0.61143, 5.06980], [-6.88680, -2.00394, -1.68161], [-2.08319, -2.95035, 2.05754], [-0.40414, -3.15453, -4.66945], [-4.84339, 3.31734, -6.05516], [0.08112, 2.94965, -5.11050], [-2.82201, 4.44820, -1.60181], [2.68489, -2.57376, -2.87044], [-5.28728, -0.36780, -5.64507], [-2.49909, -4.27711, -2.89786], [4.35376, 0.42485, -2.29631], [-3.82080, 6.41759, -0.17347], [-5.35651, -0.52169, -1.66622], [0.75351, 1.00348, 3.34806], [0.64842, -0.29874, -0.30423], [6.00516, -3.14492, -2.41453], [-5.76443, 2.47703, 2.81794], [-5.32528, 1.64720, -4.79480], [-1.23301, -3.70245, -5.12902], [-2.08494, 3.44280, 2.67785], [-2.70183, -2.95422, -0.71542], [-4.27112, 0.11383, -0.91549], [-2.84245, 2.24834, -0.85587], [-1.26334, 2.92205, -2.65360], [-0.66966, 1.36444, -2.69673], [-6.29182, 4.57647, 2.59118], [-3.65288, -0.55339, 0.45360], [-3.05320, -1.36778, -2.71872], [-4.35887, 2.70482, 2.28560], [-5.69225, 1.43866, 3.94661], [-3.53979, 2.88544, -4.93050], [-3.79422, 1.28691, -1.47182], [-0.53994, 4.85131, 3.11621], [-2.85489, 2.57022, 0.57702], [-2.05970, -0.10221, 3.71587], [-0.88217, -4.76879, -2.39385], [3.14016, -3.02874, -0.58940], [-4.13001, 1.74567, -2.71882], [-5.28439, -2.59667, -1.18590]], "lowdin_charge": [-0.45, -0.06, 0.00, 0.03, 0.07, -0.08, -0.03, -0.08, 0.09, -0.15, -0.02, 0.08, 0.07, -0.05, 0.08, 0.09, 0.09, -0.30, 0.08, 0.08, 0.07, 0.08, 0.04, 0.09, -0.05, 0.07, 0.06, 0.06, 0.06, 0.09, -0.13, -0.55, 0.12, 0.07, 0.03, 0.05, -0.07, 0.08, 0.09, 0.77, -0.32, -0.14, -0.05, 0.09, 0.08, -0.04, -0.04, 0.09, 0.06, 0.04, 0.12, 0.08, 0.07, 0.08, -0.02, 0.09, 0.04, 0.08, -0.04, 0.08, -0.30, -0.06, 0.08, -0.66, -0.31, -0.22, 0.02, 0.02, -0.24, 0.08, 0.08, 0.08, -0.08, 0.03, 0.04, 0.08, 0.15, 0.09, 0.06, 0.08, 0.08, 0.07, 0.07, -0.22, 0.04, -0.06, -0.30, 0.12, 0.79, -0.31, 0.07, -0.05, -0.04, 0.09, 0.00, 0.85, -0.06, -0.07, 0.01, -0.08, -0.43, 0.07, -0.65, -0.32, 0.08, 0.03, -0.07, 0.07, 0.08, 0.00, -0.31, 0.09, 0.08, 0.20, -0.22, 0.08, 0.07, 0.07, 0.08, -0.27, 0.02, 0.66, 0.08, -0.55, -0.54, 0.03, -0.27, 0.01, -0.66, -0.48, -0.69, 0.63, 0.09, 0.78, 0.01, -0.23, -0.04, 0.08, 0.06, 0.07, 0.04, 0.12, 0.07, -0.21, 0.18, 0.08]}


{"formula": "C3H9NO", "method": "the ωB97M-V functional and the def2-TZVPD basis", "e_homo_ev": -8.8, "charge": 0, "spin_multiplicity": 1, "orbital_gap_ev": 9.76, "e_lumo_ev": 0.94, "symbols": ["H", "C", "C", "H", "N", "H", "H", "H", "H", "H", "C", "H", "H", "O"], "xyz": [[-1.81878, 1.65845, -0.00539], [0.99563, -0.47493, 0.59263], [-0.90426, 1.41350, -0.55522], [0.91935, -0.64159, 1.80064], [-0.76009, 0.06497, -1.05370], [2.75211, -1.52539, 0.50295], [-1.57350, -0.33760, -1.52938], [-1.04445, 2.18010, -1.42201], [-1.09662, -0.43296, 0.98121], [0.05951, 1.60345, 0.11514], [-0.37502, -0.71739, 0.16928], [-0.35076, -1.86230, 0.01517], [1.36964, 0.56567, 0.37861], [1.82724, -1.49397, 0.01006]], "lowdin_charge": [0.06, -0.33, -0.18, 0.16, -0.12, 0.15, 0.11, 0.10, 0.11, 0.10, -0.28, 0.15, 0.10, -0.12]}


{"formula": "C6H10O", "method": "the ωB97M-V functional and the def2-TZVPD basis", "e_homo_ev": [-14.1, -13.7], "charge": 1, "s_squared": 0.76, "spin_multiplicity": 2, "orbital_gap_ev": [9.41, 4.15], "e_lumo_ev": [-4.71, -9.53], "symbols": ["O", "C", "H", "C", "H", "H", "C", "C", "H", "H", "C", "H", "H", "H", "H", "C", "H"], "xyz": [[2.13414, 1.29515, -0.96769], [-2.53906, -0.28803, -0.77007], [3.39812, 0.15317, 0.08806], [0.29772, -0.23802, 1.07608], [0.84994, -1.06528, -0.82666], [-0.30072, -1.03459, 1.38387], [2.39802, 0.29286, -0.27898], [-1.32816, 0.28443, -0.78457], [-3.01782, -0.75963, -1.70602], [-0.77708, 0.26811, -1.68243], [1.34593, -0.76198, 0.09033], [1.90588, -1.67741, 0.50930], [-3.14914, -0.27723, 0.12930], [-0.02643, 1.69044, 0.15211], [0.79253, 0.17487, 1.98547], [-0.62203, 0.81600, 0.46716], [-1.36183, 1.12713, 1.13475]], "lowdin_spin": [0.06, 0.44, 0.01, 0.04, 0.00, 0.00, 0.01, 0.30, 0.01, 0.01, 0.01, 0.00, 0.02, 0.02, 0.00, 0.06, 0.00]}


{"formula": "C10H31O7V", "method": "the ωB97M-V functional and the def2-TZVPD basis", "e_homo_ev": [-1.8, -3.2], "charge": -1, "s_squared": 3.75, "spin_multiplicity": 4, "orbital_gap_ev": [4.34, 5.69], "e_lumo_ev": [2.51, 2.50], "symbols": ["O", "H", "H", "H", "H", "H", "H", "H", "O", "H", "H", "H", "H", "O", "H", "C", "H", "H", "H", "H", "C", "C", "H", "H", "H", "H", "C", "C", "H", "O", "C", "C", "H", "H", "H", "H", "O", "O", "H", "C", "V", "O", "H", "C", "C", "H", "H", "H", "H"], "xyz": [[21.17878, 6.30150, -19.23762], [19.43820, 10.66276, -19.57887], [22.90013, 5.24512, -19.13804], [22.21163, 9.89568, -15.72007], [23.79920, 6.64344, -17.16916], [25.30413, 10.11974, -23.80390], [26.03708, 8.99552, -24.93567], [22.83669, 10.58360, -21.01806], [20.43021, 8.63905, -20.87325], [21.68580, 9.90383, -18.19778], [18.89691, 10.77823, -21.19397], [21.53141, 4.26902, -19.58636], [20.48994, 8.73829, -21.82851], [24.28493, 7.91652, -18.75421], [22.24873, 6.06826, -23.37262], [20.84654, 8.70533, -16.84269], [25.33758, 7.61937, -17.02986], [18.96130, 8.23434, -19.51080], [25.19932, 6.18457, -18.09423], [24.64899, 7.96017, -21.79956], [22.94107, 5.93981, -22.50825], [21.78412, 8.89233, -15.66511], [24.50170, 8.56700, -24.20045], [22.36316, 3.89257, -17.20994], [19.99979, 9.40261, -16.75878], [26.32483, 7.31046, -23.16330], [26.20673, 8.36830, -22.86941], [25.45549, 9.05750, -24.00077], [27.18240, 8.83810, -22.72890], [25.49951, 8.43284, -21.65629], [21.84359, 5.07653, -18.91798], [24.65684, 7.10681, -17.73998], [22.07144, 5.57152, -16.85258], [18.42910, 8.25505, -21.19596], [22.68183, 5.00595, -21.96149], [20.69190, 4.48265, -17.16132], [21.51113, 8.96031, -18.06452], [23.07351, 9.96150, -20.32641], [20.42616, 7.70169, -16.90879], [19.06793, 8.75788, -20.46382], [22.43234, 8.08647, -19.88901], [22.95398, 7.05141, -21.71659], [17.69942, 10.36411, -19.91328], [18.71959, 10.21993, -20.27088], [21.71428, 4.73766, -17.45761], [20.24980, 6.13139, -19.40516], [21.24015, 8.80811, -14.71882], [23.92742, 5.73798, -22.98842], [22.60865, 8.18068, -15.67514]], "lowdin_spin": [0.03, 0.00, 0.00, 0.00, 0.00, 0.00, 0.00, 0.00, 0.02, 0.00, 0.00, 0.00, 0.00, 0.03, 0.00, 0.00, 0.00, 0.00, 0.00, 0.00, 0.00, 0.00, 0.00, 0.00, 0.00, 0.00, 0.00, 0.00, 0.00, 0.00, 0.01, 0.00, 0.00, 0.00, 0.00, 0.00, 0.03, 0.04, 0.00, 0.00, 2.77, 0.04, 0.00, 0.00, 0.00, 0.00, 0.00, 0.00, 0.00]}


{"formula": "C3H13NO3S2", "method": "the ωB97M-V functional and the def2-TZVPD basis", "e_homo_ev": -9.5, "charge": 0, "spin_multiplicity": 1, "orbital_gap_ev": 9.77, "e_lumo_ev": 0.30, "symbols": ["H", "H", "O", "H", "H", "H", "H", "S", "O", "N", "C", "H", "O", "S", "C", "H", "H", "H", "C", "H", "H", "H"], "xyz": [[1.92383, 1.08226, -1.49948], [-1.10990, -2.92310, 1.62647], [-1.92605, -3.40022, 1.63422], [1.82741, -3.28999, -0.89532], [-0.15779, 3.15173, 1.36011], [-1.38889, 0.33294, 1.45222], [1.55975, 0.58905, 1.49450], [1.68020, -2.88251, -2.15402], [-0.57960, 3.92062, 0.98771], [0.82754, 0.98094, 0.93028], [1.27572, 0.20062, -1.44847], [0.92369, 1.94202, 0.64445], [-1.86704, 0.15112, 0.63808], [2.55511, -1.03699, -1.85208], [-0.99814, 0.25427, -0.46459], [-2.35394, -3.14909, 0.81129], [-1.20586, 1.23657, -0.91705], [-1.49360, 3.68492, 1.06300], [0.47819, 0.07185, -0.17434], [-1.34259, -0.43457, -1.24075], [0.66483, -0.85916, 0.35848], [0.70713, 0.37673, -2.35469]], "lowdin_charge": [0.07, 0.00, -0.04, -0.22, -0.01, 0.07, 0.08, 0.31, -0.04, 0.05, -0.52, 0.06, -0.06, 0.42, -0.25, 0.03, 0.12, 0.03, -0.43, 0.12, 0.13, 0.07]}


| no. | electronic energy (Ha) |
| --- | --- |
| 1 | -2609.6591 |
| 2 | -4389.1374 |
| 3 | -249.6225 |
| 4 | -309.4518 |
| 5 | -1870.2521 |
| 6 | -1198.9235 |